[1]
C3H6FO2S | ωB97M-V/def2-TZVPD

Calculated values
LUMO level, eV: 4.165
Spin multiplicity: 1
Net charge: -1
Relative energy (zero: lowest compared OMol25 entry of this formula, charge and spin), kJ/mol: 173.6
Calculated total energy, eV: -20854.772

The geometry in XYZ format:
```
13
C3H6FO2S (ωB97M-V/def2-TZVPD)
C 1.12189 0.83347 0.01653
C 0.93351 -0.56747 -0.51968
C -0.68476 -1.06317 0.44275
O -1.83471 0.92297 -1.28936
O -2.13066 1.33910 1.07424
F -1.09598 -2.25507 -0.06505
S -2.22091 0.31831 -0.01465
H 0.21598 1.45414 -0.24124
H 2.11815 1.23122 -0.35795
H 1.30702 0.81090 1.22981
H 1.82616 -1.17120 -0.19664
H 0.69666 -0.64339 -1.58383
H -0.25235 -1.20983 1.50509
```



[2]
C3H6HgI2NO | ωB97M-V/def2-TZVPD

Calculated values
LUMO level (alpha / beta), eV: 0.427 / -2.652
Spin multiplicity: 2
Calculated total energy, eV: -27122.851

The geometry in XYZ format:
```
14
C3H6HgI2NO (ωB97M-V/def2-TZVPD)
Hg -1.87485 0.47102 -0.01452
N 2.57773 -0.36742 -0.60053
C 1.26072 -0.18159 -0.36488
O 0.49239 0.13796 -1.25971
C 0.79887 -0.44056 1.06026
C -0.39584 0.40687 1.48195
H 2.91685 -0.27367 -1.54273
H 3.21170 -0.63985 0.12737
H 1.63909 -0.29931 1.74600
H 0.54120 -1.50328 1.09896
H -0.08616 1.43331 1.68220
H -0.82713 0.01961 2.40336
I -3.80439 0.53472 -1.78280
I -6.45018 0.70220 -4.03495
```



[3]
C3H6I2NO2P | ωB97M-V/def2-TZVPD

Calculated values
LUMO level (alpha / beta), eV: -0.215 / -2.269
Spin multiplicity: 3
Calculated total energy, eV: -34278.979

The geometry in XYZ format:
```
15
C3H6I2NO2P (ωB97M-V/def2-TZVPD)
C 0.58608 0.07525 1.10621
C 0.98512 0.00455 -1.42029
C 0.78123 -0.70829 -0.17591
N -0.52446 1.02830 1.00844
O -0.11354 0.92079 -1.47792
O -2.71905 -0.42542 0.08938
P -1.24602 1.43206 -0.44159
I 2.50337 -2.07281 0.12497
I -4.50646 -0.07735 0.42399
H 0.36300 -0.64557 1.85793
H 1.61118 0.58729 1.34671
H 1.98845 0.49331 -1.61208
H 1.03368 -0.61685 -2.36594
H 0.05281 -1.46677 -0.30638
H -0.79538 1.47150 1.84247
```



[4]
C3H6I2O | ωB97M-V/def2-TZVPD

Calculated values
LUMO level, eV: -0.105
Spin multiplicity: 1
Relative energy (zero: lowest compared OMol25 entry of this formula, charge and spin), kJ/mol: 205.2
Calculated total energy, eV: -21454.827

The geometry in XYZ format:
```
12
C3H6I2O (ωB97M-V/def2-TZVPD)
C -0.05421 0.35056 -1.50892
C -0.19115 0.03921 1.58166
C -1.55281 0.50680 -0.34377
O -1.13855 0.86716 0.85535
I -2.73203 -1.35249 -0.58163
I -2.61771 2.18495 -1.11187
H -0.20085 -0.23956 -2.34251
H 0.70071 0.08100 -0.82131
H 0.08966 1.36367 -1.77034
H -0.72140 -0.18922 2.56324
H 0.72822 0.53259 1.78555
H -0.00896 -0.94787 1.20393
```



[5]
C3H6I2Si | ωB97M-V/def2-TZVPD

Calculated values
LUMO level, eV: 0.097
Spin multiplicity: 1
Relative energy (zero: lowest compared OMol25 entry of this formula, charge and spin), kJ/mol: 140.3
Calculated total energy, eV: -27287.824
SMILES: C/C=C/[SiH](I)I

The geometry in XYZ format:
```
12
C3H6I2Si (ωB97M-V/def2-TZVPD)
C 1.72087 -0.15514 -1.36557
C 0.77144 -0.15964 -0.29678
C -0.50882 0.22839 -0.37127
Si -1.76655 0.24563 1.27306
I -3.53117 -1.51365 1.36009
I -0.46359 -0.18537 3.35311
H 2.04512 -1.08043 -1.90135
H 2.62429 0.01743 -0.89205
H 1.45534 0.63699 -2.04787
H 1.03070 -0.46624 0.66426
H -0.97327 0.80349 -1.21815
H -2.40436 1.62854 1.44252
```



[6]
C3H6IN2 | ωB97M-V/def2-TZVPD

Calculated values
LUMO level, eV: -3.671
Spin multiplicity: 1
Net charge: +1
Relative energy (zero: lowest compared OMol25 entry of this formula, charge and spin), kJ/mol: 150.6
Calculated total energy, eV: -14280.552

The geometry in XYZ format:
```
12
C3H6IN2 (ωB97M-V/def2-TZVPD)
C -0.94762 0.93828 0.43726
C 0.08854 -1.06490 0.19492
C 1.05671 -0.25924 -0.66468
N 0.10135 1.28615 -0.17396
N -1.06451 -0.31273 0.62516
I 3.04009 -0.20993 -0.39940
H -1.74086 1.69314 0.59462
H -0.39585 -1.89674 -0.31518
H 0.60331 -1.37641 0.99941
H 0.63459 -0.22534 -1.68361
H 0.63811 2.18764 -0.31423
H -2.01386 -0.75993 0.69968
```



[7]
C3H6IN2 | ωB97M-V/def2-TZVPD

Calculated values
LUMO level, eV: -4.515
Spin multiplicity: 1
Net charge: +1
Relative energy (zero: lowest compared OMol25 entry of this formula, charge and spin), kJ/mol: 272.6
Calculated total energy, eV: -14279.288
SMILES: [H]/N=C1/[C@@H]([NH3+])[C@@H]1I

The geometry in XYZ format:
```
12
C3H6IN2 (ωB97M-V/def2-TZVPD)
H -1.80656 2.34911 0.81355
N -1.33758 1.81492 0.08437
C -0.81043 0.71384 0.10603
C -0.10148 -0.30772 -0.60750
N 1.39826 -0.15560 -0.74109
C -0.46991 -0.48295 0.86184
I -1.88734 -2.08184 1.23892
H -0.53301 -0.96477 -1.27371
H 1.80932 -0.60685 0.14266
H 1.62073 0.83787 -0.62718
H 1.71886 -0.57511 -1.61734
H 0.39914 -0.54091 1.61945
```



[8]
C3H6IN2O | ωB97M-V/def2-TZVPD

Calculated values
LUMO level, eV: -3.887
Spin multiplicity: 1
Net charge: +1
Relative energy (zero: lowest compared OMol25 entry of this formula, charge and spin), kJ/mol: 133.9
Calculated total energy, eV: -16328.324
SMILES: O=C=NC[NH2+]CI

The geometry in XYZ format:
```
13
C3H6IN2O (ωB97M-V/def2-TZVPD)
O 1.91541 -3.65810 0.18900
C 1.53280 -2.58760 -0.02069
N 1.23083 -1.42994 -0.16227
C 0.66543 -0.44477 -0.96215
N -0.04440 0.58542 -0.02246
C -1.00044 0.01854 0.96879
I -2.77693 -0.59988 -0.04535
H 1.47247 0.16093 -1.46825
H 0.03912 -0.84660 -1.92779
H 0.66626 1.00290 0.56010
H -0.48196 1.27155 -0.67871
H -1.45271 0.74660 1.80620
H -0.61750 -0.84275 1.33184
```



[9]
C3H6IN2O | ωB97M-V/def2-TZVPD

Calculated values
LUMO level (alpha / beta), eV: -5.299 / -5.301
Spin multiplicity: 1
Net charge: +1
Relative energy (zero: lowest compared OMol25 entry of this formula, charge and spin), kJ/mol: 218.0
Calculated total energy, eV: -16327.451
SMILES: C=[NH+]/C(O)=C(/N)I

The geometry in XYZ format:
```
13
C3H6IN2O (ωB97M-V/def2-TZVPD)
C -0.02907 2.34406 -0.10399
N 0.70642 1.28543 0.17938
C 0.50635 -0.08317 0.07980
O 1.65561 -0.82982 0.34312
C -0.67517 -0.71507 -0.12170
N -0.69155 -2.09451 -0.12088
I -2.63128 0.32491 -0.05469
H 0.49770 3.23370 -0.28003
H -1.07658 2.07981 -0.12040
H 1.71038 1.33140 0.38863
H 1.42686 -1.73326 0.58168
H -1.61986 -2.58661 -0.33724
H 0.22020 -2.55689 -0.43367
```



[10]
C3H6IN2S | ωB97M-V/def2-TZVPD

Calculated values
LUMO level (alpha / beta), eV: -3.489 / -6.877
Spin multiplicity: 3
Net charge: +1
Relative energy (zero: lowest compared OMol25 entry of this formula, charge and spin), kJ/mol: 42.1
Calculated total energy, eV: -25113.066

The geometry in XYZ format:
```
13
C3H6IN2S (ωB97M-V/def2-TZVPD)
C -0.83078 -0.32282 1.44040
C -1.36248 -0.27490 0.19976
C 1.00372 0.11756 0.08805
N 0.53046 -0.31897 1.44900
N -0.21611 -0.16191 -0.75412
S 1.27612 1.84757 0.11848
I 1.79375 0.29424 3.09572
H -1.30775 -0.24398 2.38077
H -2.34398 -0.20420 -0.25508
H 1.90768 -0.49029 -0.16516
H 0.12466 -0.82718 -1.44308
H -0.35184 0.72641 -1.15116
H 2.54982 1.73388 -0.14417
```